# 1
The following is a quantum chemistry calculation of a 8-piece molecular cluster, C32H88N8O8 overall at a distorted geometry, from the OMol25 dataset.

Geometry as ORCA input:
```
! wB97M-V def2-TZVPD RIJCOSX def2/J DEFGRID3
* xyz 0 1
C -9.39 -7.87 4.60
C -8.10 -8.10 3.67
C -7.05 -7.00 3.48
O -7.84 -5.89 3.08
C -7.15 -5.01 2.20
N -7.40 -9.26 4.19
H -10.00 -8.76 4.41
H -10.06 -7.11 4.20
H -9.14 -7.57 5.62
H -8.60 -8.48 2.77
H -6.34 -7.32 2.72
H -6.49 -6.74 4.38
H -7.81 -4.17 1.99
H -7.00 -5.51 1.24
H -6.17 -4.72 2.56
H -6.94 -8.97 5.04
H -6.58 -9.35 3.60
C 4.23 -4.14 -6.07
C 4.04 -4.59 -7.53
C 4.02 -3.37 -8.48
O 2.92 -2.36 -8.29
C 2.91 -1.28 -9.19
N 5.16 -5.41 -7.95
H 5.15 -3.55 -6.00
H 4.46 -4.98 -5.41
H 3.39 -3.50 -5.80
H 3.15 -5.20 -7.67
H 4.01 -3.67 -9.52
H 4.99 -2.89 -8.33
H 1.93 -0.82 -9.10
H 2.87 -1.79 -10.15
H 3.78 -0.62 -9.21
H 5.08 -6.28 -7.44
H 5.07 -5.64 -8.93
C -7.65 4.65 -4.31
C -8.41 3.96 -3.20
C -8.41 4.76 -1.94
O -7.11 4.78 -1.33
C -6.91 5.57 -0.15
N -9.78 3.83 -3.61
H -7.76 4.04 -5.20
H -6.57 4.61 -4.17
H -7.93 5.69 -4.49
H -7.96 2.99 -2.97
H -9.15 4.65 -1.14
H -8.37 5.77 -2.33
H -5.90 5.31 0.15
H -7.56 5.40 0.71
H -6.93 6.65 -0.30
H -10.34 3.27 -2.99
H -10.15 4.76 -3.72
C -0.22 1.83 1.20
C 0.27 0.36 0.79
C 1.27 0.41 -0.40
O 0.74 1.16 -1.52
C 1.39 1.01 -2.73
N 0.84 -0.32 1.89
H 0.67 2.32 1.61
H -1.09 1.94 1.84
H -0.42 2.39 0.28
H -0.65 -0.20 0.60
H 1.70 -0.52 -0.77
H 2.16 0.96 -0.09
H 1.04 0.03 -3.03
H 2.48 0.99 -2.75
H 1.05 1.76 -3.45
H 1.47 0.20 2.48
H 0.03 -0.43 2.49
C -0.30 9.49 -12.59
C 0.69 8.52 -11.95
C 0.04 7.15 -11.60
O -1.14 7.31 -10.87
C -0.88 7.28 -9.43
N 1.80 8.39 -12.91
H -0.93 8.88 -13.24
H 0.08 10.35 -13.13
H -0.97 9.79 -11.79
H 1.20 8.91 -11.07
H 0.77 6.45 -11.21
H -0.40 6.63 -12.46
H -1.88 7.21 -9.00
H -0.39 8.21 -9.14
H -0.30 6.50 -8.95
H 2.13 7.45 -12.79
H 1.32 8.26 -13.79
C -1.20 -6.83 7.00
C -1.08 -7.87 8.18
C -2.14 -8.93 8.03
O -3.43 -8.34 7.89
C -3.91 -7.79 9.12
N 0.18 -8.45 7.99
H -2.14 -6.27 7.04
H -1.15 -7.32 6.02
H -0.35 -6.16 7.04
H -1.20 -7.42 9.17
H -2.17 -9.69 8.81
H -2.04 -9.52 7.12
H -4.95 -7.47 9.02
H -3.27 -6.93 9.32
H -3.78 -8.55 9.90
H 0.14 -9.12 8.75
H 0.96 -7.81 8.10
C 7.26 4.05 -1.84
C 8.10 5.16 -1.35
C 9.57 5.00 -1.81
O 10.24 3.99 -1.05
C 11.62 3.70 -1.14
N 7.56 6.35 -1.84
H 7.28 3.80 -2.90
H 6.25 4.16 -1.45
H 7.59 3.16 -1.30
H 7.93 5.04 -0.28
H 10.09 5.94 -1.64
H 9.64 4.55 -2.80
H 11.65 2.73 -0.64
H 12.23 4.32 -0.48
H 12.06 3.81 -2.13
H 8.17 7.06 -1.45
H 6.64 6.53 -1.48
C 5.36 0.72 12.41
C 3.87 0.99 12.22
C 2.96 -0.36 12.31
O 3.47 -1.25 11.24
C 3.40 -0.91 9.86
N 3.35 1.86 13.20
H 5.63 -0.33 12.33
H 5.63 1.18 13.36
H 5.93 1.16 11.59
H 3.75 1.47 11.25
H 1.89 -0.17 12.28
H 2.90 -0.82 13.30
H 4.21 -0.22 9.60
H 2.44 -0.42 9.73
H 3.49 -1.81 9.24
H 3.95 1.76 14.00
H 3.66 2.81 13.01
*
```

Calculated values
SMILES: COC[C@H](C)N.COC[C@H](C)N.COC[C@H](C)N.COC[C@H](C)N.COC[C@H](C)N.COC[C@H](C)N.COC[C@H](C)N.COC[C@H](C)N
LUMO energy (eV): 0.7212
Energy relative to the best compared isomer or geometry (same formula, charge and spin) (kJ/mol): 701.9
Highest occupied orbital energy (eV): -9.19
F_max (eV/A): 3.60

***

# 2
The following is a quantum chemistry calculation of a 12-piece molecular cluster, C32H88O16 overall at a distorted geometry, from the OMol25 dataset.

Geometry as ORCA input:
```
! wB97M-V def2-TZVPD RIJCOSX def2/J DEFGRID3
* xyz 0 1
C -1.04 -2.07 -4.82
C -1.72 -2.97 -3.82
O -2.67 -3.71 -4.59
O -0.40 -0.99 -4.14
H -1.73 -1.71 -5.57
H -0.25 -2.72 -5.27
H -2.28 -2.37 -3.13
H -0.99 -3.50 -3.14
H -3.01 -4.37 -4.01
H 0.18 -0.52 -4.76
C -0.28 3.91 -0.98
C -1.26 3.14 -1.90
O -0.59 2.82 -3.17
O -0.91 4.69 -0.04
H 0.26 4.59 -1.67
H 0.49 3.24 -0.52
H -2.20 3.67 -2.06
H -1.56 2.14 -1.50
H 0.20 3.33 -3.21
H -1.46 4.15 0.53
C -1.22 0.99 4.81
C -1.57 1.50 6.15
O -2.78 0.90 6.63
O -0.94 -0.36 4.70
H -0.38 1.58 4.40
H -2.04 1.22 4.14
H -1.79 2.59 6.07
H -0.87 1.44 6.98
H -2.64 0.40 7.45
H -0.27 -0.57 5.33
C -0.50 -0.76 -0.95
C -0.07 -0.02 0.27
O -1.20 0.18 1.08
O 0.62 -1.13 -1.68
H -1.14 -0.12 -1.58
H -1.15 -1.57 -0.65
H 0.29 0.96 0.01
H 0.73 -0.69 0.70
H -1.23 -0.53 1.72
H 0.40 -1.10 -2.63
C 2.56 1.41 -6.10
C 2.61 -0.10 -6.01
C 2.98 -0.65 -4.64
O 1.33 -0.58 -6.41
H 2.38 1.66 -7.12
H 3.54 1.85 -5.86
H 1.78 1.79 -5.51
H 3.40 -0.44 -6.68
H 2.41 -0.32 -3.69
H 4.03 -0.39 -4.41
H 2.98 -1.73 -4.73
H 1.40 -1.40 -6.88
C -4.34 4.36 1.54
C -3.65 3.25 2.23
C -4.42 1.94 2.00
O -2.34 3.09 1.70
H -3.83 5.30 1.40
H -5.29 4.59 1.97
H -4.55 4.10 0.47
H -3.56 3.55 3.26
H -4.09 1.19 2.67
H -4.35 1.47 1.00
H -5.52 1.98 2.23
H -2.16 2.14 1.58
C 2.21 -3.17 4.10
C 2.67 -3.21 2.59
C 1.77 -4.22 1.82
O 2.54 -1.90 2.09
H 2.10 -4.23 4.36
H 1.18 -2.73 4.20
H 2.93 -2.63 4.76
H 3.74 -3.49 2.55
H 0.71 -4.09 2.13
H 2.07 -5.16 2.28
H 1.92 -4.26 0.75
H 2.93 -1.88 1.20
C -4.67 -0.61 -2.29
C -5.28 0.81 -2.42
C -6.78 0.94 -2.15
O -4.72 1.69 -1.43
H -3.65 -0.59 -2.75
H -5.32 -1.31 -2.80
H -4.53 -0.92 -1.27
H -5.00 1.14 -3.42
H -7.17 1.92 -2.29
H -6.99 0.63 -1.13
H -7.39 0.29 -2.81
H -3.75 1.70 -1.48
C -3.46 -3.98 3.13
C -3.03 -2.89 2.15
C -4.06 -1.76 2.27
O -1.72 -2.45 2.42
H -4.48 -4.27 2.89
H -3.38 -3.67 4.16
H -2.82 -4.88 3.11
H -3.04 -3.35 1.16
H -4.04 -1.19 1.38
H -3.87 -1.15 3.14
H -5.06 -2.19 2.40
H -1.65 -2.08 3.30
C 2.56 1.95 4.82
C 2.37 0.85 3.79
C 2.22 1.41 2.40
O 3.48 0.05 3.82
H 2.60 1.50 5.77
H 1.74 2.65 4.75
H 3.50 2.53 4.63
H 1.52 0.26 4.15
H 3.08 2.00 2.12
H 1.32 1.97 2.32
H 2.17 0.55 1.69
H 3.23 -0.73 3.26
C 5.51 -1.85 -0.56
C 4.17 -2.12 -1.32
C 4.00 -3.56 -1.77
O 3.09 -1.77 -0.47
H 6.36 -2.20 -1.15
H 5.53 -2.23 0.47
H 5.62 -0.76 -0.60
H 4.12 -1.45 -2.19
H 3.10 -3.66 -2.39
H 3.93 -4.22 -0.93
H 4.84 -3.78 -2.47
H 2.25 -1.78 -0.97
C 3.12 1.91 -1.58
C 4.26 2.84 -1.48
C 5.48 2.34 -0.69
O 4.78 3.12 -2.83
H 3.45 0.86 -1.81
H 2.45 2.17 -2.40
H 2.62 1.94 -0.64
H 3.93 3.76 -0.95
H 5.81 1.36 -1.01
H 5.21 2.29 0.36
H 6.25 3.15 -0.65
H 5.04 4.03 -2.85
*
```

Calculated values
SMILES: CC(C)O.CC(C)O.CC(C)O.CC(C)O.CC(C)O.CC(C)O.CC(C)O.CC(C)O.OCCO.OCCO.OCCO.OCCO
LUMO energy (eV): 0.4034
Energy relative to the best compared isomer or geometry (same formula, charge and spin) (kJ/mol): 128.9
Highest occupied orbital energy (eV): -9.31
F_max (eV/A): 2.88

***

# 3
The following is a quantum chemistry calculation of a 10-piece molecular cluster, C32H88O38P8 overall at a distorted geometry, from the OMol25 dataset.

Geometry as ORCA input:
```
! wB97M-V def2-TZVPD RIJCOSX def2/J DEFGRID3
* xyz 0 1
C 11.44 12.83 -7.22
C 10.24 13.74 -7.47
O 10.03 14.04 -8.85
C 10.83 14.91 -9.44
O 11.85 15.35 -8.96
O 10.31 15.25 -10.61
C 11.05 16.03 -11.52
H 11.34 11.95 -7.85
H 11.36 12.52 -6.17
H 12.38 13.33 -7.41
H 10.40 14.70 -6.96
H 9.31 13.34 -7.08
H 11.58 15.45 -12.27
H 11.81 16.65 -11.04
H 10.36 16.71 -11.99
C 8.48 6.31 -7.96
C 8.78 6.68 -9.42
O 8.95 5.50 -10.19
C 7.90 4.79 -10.55
O 6.77 4.99 -10.22
O 8.32 3.81 -11.35
C 7.28 2.89 -11.74
H 7.44 6.01 -7.87
H 8.71 7.11 -7.26
H 9.17 5.49 -7.77
H 9.69 7.26 -9.56
H 7.97 7.32 -9.77
H 6.70 2.54 -10.89
H 7.84 2.03 -12.11
H 6.71 3.34 -12.54
C 14.42 8.87 -6.67
O 13.10 9.37 -6.88
P 11.87 8.41 -7.07
O 10.58 9.03 -7.40
O 12.45 7.37 -8.16
C 12.27 5.96 -8.01
O 11.79 7.58 -5.69
C 11.69 8.32 -4.46
H 14.65 8.98 -5.61
H 15.10 9.51 -7.23
H 14.56 7.81 -6.90
H 11.66 5.57 -8.83
H 11.82 5.66 -7.06
H 13.26 5.51 -8.01
H 12.49 8.00 -3.80
H 10.72 8.07 -4.03
H 11.83 9.39 -4.62
C 14.90 12.40 -11.12
O 14.48 13.59 -11.76
P 15.04 13.95 -13.20
O 16.50 13.98 -13.32
O 14.28 12.84 -14.06
C 13.95 13.10 -15.41
O 14.34 15.31 -13.62
C 14.62 16.53 -12.94
H 14.04 11.84 -10.75
H 15.54 12.67 -10.28
H 15.41 11.65 -11.73
H 12.87 12.97 -15.53
H 14.37 12.41 -16.15
H 14.22 14.09 -15.79
H 13.69 16.83 -12.45
H 14.95 17.33 -13.61
H 15.41 16.41 -12.20
C 14.29 6.04 -10.65
O 12.97 5.87 -11.15
P 12.70 4.84 -12.35
O 13.85 4.01 -12.71
O 11.45 4.00 -11.84
C 11.63 2.99 -10.84
O 12.06 5.69 -13.52
C 10.97 6.59 -13.24
H 14.85 6.65 -11.37
H 14.78 5.07 -10.58
H 14.31 6.60 -9.72
H 11.21 2.08 -11.27
H 11.01 3.27 -9.99
H 12.68 2.82 -10.64
H 11.26 7.63 -13.18
H 10.48 6.31 -12.31
H 10.23 6.50 -14.04
C 6.33 11.48 -12.86
O 6.12 12.84 -13.27
P 4.80 13.40 -13.95
O 4.70 13.05 -15.38
O 5.01 14.95 -13.64
C 4.06 15.85 -14.21
O 3.60 12.91 -13.00
C 3.51 13.46 -11.68
H 6.58 11.47 -11.80
H 7.20 11.18 -13.44
H 5.57 10.76 -13.17
H 3.77 16.60 -13.46
H 3.10 15.44 -14.53
H 4.60 16.39 -14.98
H 3.92 12.75 -10.96
H 2.47 13.64 -11.42
H 4.08 14.39 -11.63
C 2.01 10.07 -11.64
O 3.35 9.84 -12.13
P 4.29 8.69 -11.59
O 5.15 9.10 -10.46
O 5.01 8.07 -12.88
C 6.31 7.52 -12.71
O 3.22 7.57 -11.21
C 3.60 6.43 -10.42
H 1.39 9.87 -12.51
H 1.92 11.11 -11.34
H 1.74 9.39 -10.83
H 6.63 7.53 -11.66
H 7.04 8.11 -13.27
H 6.39 6.48 -13.01
H 4.68 6.35 -10.37
H 3.17 5.55 -10.90
H 3.20 6.51 -9.41
C 7.78 17.59 -13.26
O 7.74 16.93 -14.52
P 9.05 16.70 -15.41
O 10.29 16.52 -14.65
O 8.56 15.43 -16.21
C 8.16 14.26 -15.47
O 9.06 17.82 -16.54
C 10.12 18.76 -16.57
H 8.76 18.04 -13.08
H 7.61 16.88 -12.46
H 7.12 18.45 -13.22
H 8.68 13.38 -15.85
H 7.08 14.19 -15.55
H 8.48 14.37 -14.43
H 10.72 18.59 -17.47
H 10.82 18.67 -15.75
H 9.73 19.77 -16.69
C 4.77 10.82 -8.18
O 4.54 12.22 -7.99
P 5.78 13.19 -8.19
O 6.87 12.96 -7.23
O 6.14 12.92 -9.75
C 7.14 13.81 -10.29
O 5.15 14.65 -8.14
C 5.70 15.68 -7.32
H 4.20 10.47 -9.04
H 4.46 10.22 -7.32
H 5.81 10.56 -8.37
H 7.52 14.55 -9.59
H 6.72 14.26 -11.19
H 7.96 13.20 -10.68
H 5.97 16.54 -7.92
H 6.60 15.34 -6.81
H 4.95 15.92 -6.57
C 12.18 9.32 -10.79
O 11.61 10.42 -11.48
P 10.08 10.48 -11.91
O 9.46 9.24 -12.37
O 9.31 11.21 -10.74
C 8.64 10.55 -9.68
O 10.14 11.67 -12.99
C 10.55 12.98 -12.61
H 13.11 8.95 -11.23
H 11.54 8.46 -10.62
H 12.49 9.67 -9.80
H 8.74 11.14 -8.77
H 8.98 9.53 -9.50
H 7.55 10.50 -9.84
H 11.51 12.87 -12.10
H 9.77 13.49 -12.04
H 10.67 13.66 -13.46
*
```

Calculated values
SMILES: COP(=O)(OC)OC.COP(=O)(OC)OC.COP(=O)(OC)OC.COP(=O)(OC)OC.COP(=O)(OC)OC.COP(=O)(OC)OC.COP(=O)(OC)OC.COP(=O)(OC)OC.CCOC(=O)OC.CCOC(=O)OC
LUMO energy (eV): 0.2787
Energy relative to the best compared isomer or geometry (same formula, charge and spin) (kJ/mol): 0.0
Highest occupied orbital energy (eV): -10.28
F_max (eV/A): 1.73